[1]
{"formula": "C46H44MnNOP2", "method": "ωB97M-V with the def2-TZVPD basis set", "symbols": ["Mn", "P", "C", "O", "P", "C", "C", "C", "C", "C", "C", "C", "C", "C", "C", "C", "H", "H", "H", "H", "H", "C", "C", "C", "C", "C", "H", "H", "H", "H", "H", "C", "C", "C", "C", "C", "H", "H", "H", "H", "H", "C", "C", "C", "C", "C", "H", "H", "H", "H", "H", "C", "C", "C", "C", "C", "H", "H", "H", "H", "H", "C", "C", "C", "C", "C", "H", "H", "H", "H", "H", "H", "H", "C", "N", "C", "C", "C", "C", "C", "C", "C", "C", "H", "H", "H", "H", "H", "H", "H", "H", "H", "H", "H", "H"], "positions_angstrom": [[0.550, -0.054, 0.257], [-0.024, 2.259, -0.210], [-0.334, 0.075, 1.836], [-0.796, 0.173, 2.924], [-0.037, -2.292, -0.067], [0.022, 3.251, 1.350], [-1.495, 2.986, -1.048], [1.387, 2.968, -1.168], [1.532, -3.213, -0.365], [-0.666, -3.158, 1.433], [-1.144, -2.900, -1.395], [1.087, 4.096, 1.690], [1.069, 4.814, 2.888], [-0.017, 4.705, 3.758], [-1.087, 3.871, 3.422], [-1.062, 3.150, 2.230], [1.936, 4.225, 1.015], [1.910, 5.467, 3.135], [-0.031, 5.263, 4.698], [-1.949, 3.783, 4.088], [-1.921, 2.525, 1.970], [2.671, 2.543, -0.810], [3.811, 2.977, -1.465], [3.685, 3.934, -2.479], [2.413, 4.401, -2.826], [1.264, 3.918, -2.185], [2.764, 1.853, 0.029], [4.790, 2.583, -1.171], [4.581, 4.312, -2.978], [2.302, 5.156, -3.602], [0.274, 4.294, -2.452], [-1.943, 4.291, -0.786], [-3.060, 4.812, -1.451], [-3.736, 4.028, -2.388], [-3.293, 2.728, -2.662], [-2.179, 2.208, -2.003], [-1.429, 4.922, -0.053], [-3.392, 5.829, -1.230], [-4.606, 4.428, -2.911], [-3.818, 2.113, -3.394], [-1.833, 1.193, -2.223], [-1.861, -3.886, 1.452], [-2.300, -4.497, 2.631], [-1.549, -4.381, 3.803], [-0.349, -3.654, 3.791], [0.089, -3.059, 2.607], [-2.454, -3.989, 0.540], [-3.233, -5.063, 2.622], [-1.892, -4.855, 4.726], [0.246, -3.559, 4.703], [1.033, -2.500, 2.578], [2.537, -2.596, -1.117], [3.778, -3.192, -1.290], [3.996, -4.487, -0.815], [2.977, -5.143, -0.120], [1.755, -4.503, 0.121], [2.350, -1.604, -1.542], [4.572, -2.641, -1.799], [4.954, -4.975, -1.007], [3.115, -6.163, 0.232], [0.966, -5.027, 0.670], [-0.875, -4.057, -2.139], [-1.778, -4.491, -3.117], [-2.952, -3.770, -3.355], [-3.224, -2.614, -2.615], [-2.329, -2.176, -1.643], [0.036, -4.632, -1.960], [-1.560, -5.396, -3.689], [-3.660, -4.105, -4.115], [-4.142, -2.050, -2.786], [-2.553, -1.275, -1.064], [3.366, -0.087, -3.624], [2.763, -0.102, -4.081], [1.925, 0.059, 6.302], [2.161, 0.398, 4.904], [1.565, 1.670, 4.544], [1.934, -0.705, 3.968], [2.752, -0.525, 2.678], [4.101, -0.634, 3.054], [5.112, -0.582, 2.067], [4.762, -0.381, 0.743], [3.404, -0.239, 0.432], [2.356, -0.311, 1.354], [2.211, 0.921, 6.914], [2.527, -0.822, 6.555], [0.856, -0.160, 6.486], [1.773, 1.938, 3.497], [0.467, 1.646, 4.685], [1.960, 2.430, 5.231], [2.407, -1.560, 4.511], [0.842, -0.873, 3.800], [4.278, -0.735, 4.124], [6.141, -0.694, 2.406], [5.515, -0.366, -0.074], [3.100, -0.048, -0.602]], "mulliken_spin": [3.090, 0.025, -0.103, 0.040, 0.007, 0.007, -0.038, -0.034, 0.018, 0.005, -0.041, -0.002, 0.001, 0.002, -0.003, 0.013, 0.000, 0.000, 0.000, -0.001, 0.003, 0.029, -0.002, -0.001, 0.000, 0.002, 0.013, 0.000, 0.000, 0.000, 0.000, -0.004, 0.001, 0.001, 0.005, 0.005, 0.000, 0.000, 0.000, 0.000, 0.001, -0.006, 0.001, 0.001, 0.003, 0.011, 0.001, 0.000, 0.000, 0.000, 0.008, -0.013, -0.001, 0.001, 0.001, 0.002, 0.020, 0.000, 0.000, 0.000, -0.001, -0.004, 0.000, 0.002, 0.007, 0.021, 0.000, 0.000, 0.000, 0.001, -0.006, 0.000, 0.000, 0.000, 0.697, 0.040, 0.035, 0.022, 0.010, 0.022, -0.035, -0.093, 0.091, 0.009, 0.009, 0.045, -0.007, 0.045, 0.014, 0.024, -0.019, -0.001, 0.000, 0.000, 0.004], "total_charge": 2, "s2": 6.080, "spin_multiplicity": 5, "e_lumo_ha": [-0.239, -0.321], "gap_ev": [6.8989, 4.9341]}


[2]
{"formula": "C41H74F6N7O7S2", "method": "ωB97M-V with the def2-TZVPD basis set", "symbols": ["N", "O", "O", "O", "C", "C", "C", "N", "C", "C", "C", "C", "C", "C", "H", "H", "H", "H", "H", "H", "H", "H", "H", "H", "H", "H", "H", "H", "H", "H", "H", "H", "H", "H", "C", "C", "C", "N", "C", "C", "C", "C", "C", "C", "H", "H", "H", "H", "H", "H", "H", "H", "H", "H", "H", "H", "H", "H", "H", "H", "H", "H", "H", "H", "C", "C", "C", "N", "C", "C", "C", "C", "C", "C", "H", "H", "H", "H", "H", "H", "H", "H", "H", "H", "H", "H", "H", "H", "H", "H", "H", "H", "H", "H", "C", "N", "C", "C", "C", "C", "C", "C", "C", "C", "N", "C", "C", "C", "H", "H", "H", "H", "H", "H", "H", "H", "H", "H", "H", "H", "H", "H", "C", "F", "F", "F", "S", "O", "O", "N", "S", "O", "O", "C", "F", "F", "F"], "positions_angstrom": [[-6.755, -10.856, 8.158], [-7.007, -9.801, 7.529], [-6.231, -11.855, 7.606], [-7.068, -10.975, 9.356], [-10.129, -12.883, 7.516], [-10.637, -11.828, 6.530], [-9.795, -10.552, 6.562], [-10.277, -9.385, 5.662], [-10.702, -9.924, 4.322], [-11.434, -8.844, 3.523], [-12.595, -8.162, 4.323], [-11.975, -7.541, 5.578], [-11.371, -8.688, 6.415], [-9.074, -8.479, 5.458], [-10.775, -13.756, 7.603], [-10.005, -12.463, 8.516], [-9.177, -13.311, 7.198], [-11.687, -11.560, 6.680], [-10.578, -12.287, 5.544], [-8.834, -10.784, 6.101], [-9.570, -10.094, 7.524], [-11.392, -10.756, 4.412], [-9.786, -10.166, 3.785], [-11.871, -9.341, 2.657], [-10.827, -8.000, 3.199], [-13.374, -8.872, 4.604], [-13.023, -7.446, 3.624], [-12.792, -7.083, 6.145], [-11.345, -6.674, 5.375], [-12.158, -9.402, 6.653], [-10.972, -8.329, 7.362], [-8.921, -8.098, 6.473], [-9.354, -7.645, 4.828], [-8.194, -9.094, 5.301], [-2.657, -10.647, 8.270], [-2.347, -10.984, 6.815], [-3.467, -10.488, 5.914], [-3.221, -10.609, 4.410], [-1.923, -9.887, 4.068], [-2.046, -8.374, 4.260], [-3.197, -7.837, 3.454], [-4.532, -8.490, 3.749], [-4.490, -10.014, 3.773], [-3.143, -12.046, 3.997], [-3.615, -11.082, 8.589], [-2.870, -9.592, 8.445], [-1.975, -11.060, 9.010], [-2.066, -12.030, 6.701], [-1.411, -10.444, 6.640], [-3.703, -9.443, 6.105], [-4.403, -11.005, 6.134], [-1.083, -10.385, 4.538], [-1.885, -10.076, 2.990], [-2.118, -8.215, 5.343], [-1.144, -7.784, 4.095], [-3.333, -6.751, 3.481], [-2.965, -7.837, 2.381], [-4.892, -8.135, 4.719], [-5.204, -8.122, 2.973], [-5.378, -10.442, 4.234], [-4.485, -10.374, 2.742], [-2.215, -12.455, 4.391], [-3.014, -12.108, 2.917], [-4.072, -12.513, 4.310], [-2.700, -15.003, 7.865], [-3.792, -14.587, 8.899], [-4.199, -15.803, 9.700], [-5.210, -15.501, 10.792], [-5.519, -16.778, 11.614], [-6.725, -16.686, 12.548], [-7.948, -16.046, 11.897], [-7.589, -14.708, 11.264], [-6.495, -14.956, 10.209], [-4.560, -14.550, 11.795], [-2.140, -15.895, 8.148], [-2.009, -14.186, 7.678], [-3.131, -15.311, 6.910], [-4.633, -14.049, 8.466], [-3.356, -13.838, 9.563], [-3.371, -16.340, 10.158], [-4.770, -16.470, 9.050], [-5.833, -17.484, 10.841], [-4.589, -17.128, 12.053], [-6.965, -17.687, 12.906], [-6.464, -16.124, 13.449], [-8.366, -16.709, 11.131], [-8.758, -15.974, 12.623], [-8.402, -14.180, 10.773], [-7.154, -14.088, 12.048], [-6.836, -15.607, 9.403], [-6.243, -14.013, 9.723], [-5.149, -14.526, 12.704], [-4.626, -13.566, 11.338], [-3.526, -14.860, 11.898], [-5.879, -7.475, 9.404], [-7.353, -7.266, 9.484], [-7.882, -6.145, 8.981], [-9.244, -5.891, 9.061], [-10.091, -6.832, 9.657], [-9.508, -8.032, 10.097], [-8.138, -8.189, 10.002], [-11.520, -6.596, 9.923], [-12.003, -5.288, 10.049], [-13.313, -4.977, 10.382], [-14.180, -6.007, 10.475], [-13.782, -7.292, 10.299], [-12.485, -7.595, 9.962], [-15.599, -5.753, 10.765], [-5.689, -7.697, 8.355], [-5.552, -8.235, 10.113], [-5.409, -6.511, 9.590], [-7.228, -5.359, 8.630], [-9.615, -4.939, 8.712], [-10.141, -8.744, 10.605], [-7.692, -9.018, 10.546], [-11.286, -4.486, 9.943], [-13.676, -3.992, 10.630], [-14.573, -8.020, 10.401], [-12.220, -8.640, 9.874], [-16.216, -5.785, 9.867], [-15.691, -4.722, 11.098], [-15.896, -6.487, 11.508], [-4.367, -6.533, 14.901], [-3.658, -7.151, 15.863], [-5.632, -6.607, 15.327], [-4.015, -5.292, 14.678], [-4.108, -7.591, 13.317], [-4.845, -6.839, 12.327], [-2.672, -7.602, 13.215], [-4.726, -9.097, 13.777], [-5.390, -9.593, 12.461], [-6.641, -8.929, 12.092], [-4.455, -9.771, 11.336], [-5.975, -11.387, 12.892], [-6.316, -11.896, 11.729], [-5.002, -12.043, 13.528], [-7.018, -11.357, 13.719]], "mulliken_charge": [0.850, -0.393, -0.745, -0.443, -1.463, -0.731, -0.281, 0.970, -0.626, -0.709, -0.802, -0.693, -0.063, -0.824, 0.468, 0.299, 0.312, 0.387, 0.432, 0.258, 0.180, 0.481, 0.246, 0.419, 0.325, 0.311, 0.418, 0.406, 0.311, 0.456, -0.334, 0.092, 0.407, 0.325, -1.525, 0.113, -0.636, 0.334, -0.856, -0.595, -1.045, -0.095, -0.617, -1.006, -0.040, 0.496, 0.555, 0.156, 0.212, 0.209, 0.285, 0.530, 0.558, 0.237, 0.469, 0.453, 0.330, 0.008, 0.517, 0.308, 0.467, 0.421, 0.423, 0.317, -1.413, 0.521, -1.109, 0.550, -0.600, -0.720, -0.877, -0.116, -0.387, -1.248, 0.434, 0.252, 0.372, 0.098, 0.245, 0.503, 0.250, 0.435, 0.444, 0.431, 0.337, 0.363, 0.403, 0.393, -0.209, 0.382, 0.038, 0.518, 0.318, 0.350, -0.823, 0.676, -0.857, -0.795, 1.324, -1.018, -0.795, 1.050, -0.963, -0.289, 0.032, -0.625, -0.444, -0.900, 0.372, -0.007, 0.555, 0.547, 0.596, 0.600, 0.782, 0.459, 0.413, 0.479, 0.477, 0.348, 0.311, 0.392, 0.573, -0.218, -0.230, -0.173, 1.132, -0.573, -0.660, -0.608, 1.179, -0.719, -0.606, 0.402, -0.118, -0.234, -0.236], "total_charge": 3, "e_above_lowest_kcal_mol": 0.00, "e_lumo_ha": -0.316, "gap_ev": 5.2955}


[3]
{"formula": "C4H6N2O2", "method": "ωB97M-V with the def2-TZVPD basis set", "symbols": ["H", "N", "C", "C", "O", "O", "N", "C", "C", "H", "H", "H", "H", "H"], "positions_angstrom": [[-0.640, -1.938, 2.166], [-0.656, -1.983, 1.083], [-0.196, -1.004, 0.473], [-0.639, -0.802, -1.027], [-1.764, -0.438, -1.456], [0.420, -1.132, -1.814], [0.410, 0.031, 0.953], [-0.267, 1.288, 0.723], [1.181, 1.090, 0.254], [0.259, -1.117, -2.821], [-1.051, 1.414, -0.069], [-0.397, 2.012, 1.569], [1.976, 1.711, 0.790], [1.364, 0.867, -0.823]], "mulliken_charge": [0.296, -0.642, 0.607, 0.489, -0.573, -0.441, -0.352, -0.386, -0.262, 0.363, 0.221, 0.240, 0.238, 0.200], "e_above_lowest_kcal_mol": 80.14, "e_lumo_ha": 0.023, "gap_ev": 10.2696}


[4]
{"formula": "C3H6O2", "method": "ωB97M-V with the def2-TZVPD basis set", "symbols": ["C", "O", "C", "C", "O", "H", "H", "H", "H", "H", "H"], "positions_angstrom": [[-1.278, -0.851, 0.003], [-0.806, 0.228, -0.801], [0.188, 0.897, -0.258], [1.557, 0.105, 0.010], [1.956, -0.915, -0.546], [-1.924, -1.470, -0.569], [-1.847, -0.430, 0.909], [-0.288, -1.370, 0.432], [0.255, 1.858, -0.818], [0.007, 1.158, 0.836], [2.179, 0.789, 0.802]], "mulliken_charge": [-0.567, -0.338, -0.346, 0.115, -0.446, 0.245, 0.253, 0.240, 0.337, 0.285, 0.221], "e_above_lowest_kcal_mol": 59.00, "e_lumo_ha": 0.031, "gap_ev": 10.3303}


[5]
{"formula": "C2H5BrClN", "method": "ωB97M-V with the def2-TZVPD basis set", "symbols": ["Cl", "N", "C", "C", "Br", "H", "H", "H", "H", "H"], "positions_angstrom": [[2.835, 0.942, 0.097], [1.501, 0.085, -0.605], [-0.044, 0.734, 0.115], [-1.012, -0.342, -0.272], [-2.769, 0.524, 0.090], [1.697, -0.820, -0.209], [0.241, 0.946, 1.195], [-0.038, 1.678, -0.493], [-1.098, -1.209, 0.275], [-1.177, -0.684, -1.325]], "mulliken_charge": [-0.136, -0.461, -0.337, -0.558, -0.170, 0.292, 0.359, 0.283, 0.377, 0.352], "e_above_lowest_kcal_mol": 64.81, "e_lumo_ha": 0.012, "gap_ev": 9.7654}